Entry 1:
{"formula": "C6H8NO8", "method": "the ωB97M-V functional and the def2-TZVPD basis", "fmax_ev_per_a": 4.1, "homo_energy_ev": -4.53, "homo_lumo_gap_ev": 7.9617, "e_tot_ha": -890.09885, "e_lumo_ev": 3.4, "smiles": "O=C([O-])[C@]1(O)[N+]([O-])=CCC(O)(O)C1(O)O", "charge": -1, "species": ["O", "C", "O", "C", "O", "N", "O", "C", "C", "C", "O", "O", "C", "O", "O", "H", "H", "H", "H", "H", "H", "H", "H"], "coordinates": [[-0.015, -2.204, 1.660], [0.929, -1.704, 1.088], [2.081, -1.343, 1.267], [0.287, -0.945, -0.505], [0.149, -2.060, -1.396], [1.216, 0.005, -1.020], [1.579, -0.199, -2.202], [1.731, 0.770, -0.147], [0.837, 1.216, 0.930], [-0.644, 1.094, 0.567], [-1.452, 1.132, 1.709], [-1.089, 2.221, -0.185], [-1.005, -0.154, -0.268], [-1.479, 0.341, -1.486], [-2.003, -0.922, 0.332], [0.680, -1.692, -2.142], [2.507, 1.358, -0.538], [1.068, 0.573, 1.863], [1.273, 2.276, 1.139], [-2.174, 0.483, 1.502], [-0.975, 1.855, -1.068], [-1.921, -0.430, -1.897], [-1.579, -1.671, 0.796]], "atomic_forces_ev_per_a": [[-0.4699, -1.3177, 0.8472], [-0.0561, 3.2257, -2.4710], [-0.1105, -1.4745, 0.5848], [-1.0683, -2.7120, 1.8834], [-0.1547, 1.7174, 0.3048], [-0.0602, -1.8204, 0.6237], [1.3922, -0.0957, -2.2060], [-0.7569, 1.4211, -0.8348], [1.9477, 0.2565, 2.8276], [-1.4623, 2.1777, 1.0955], [-0.0598, -1.0257, 0.1874], [1.2890, 0.0735, 0.1113], [1.1661, -1.1698, 0.0338], [-1.1590, -1.6980, -0.9390], [-0.4313, -0.0007, -0.3424], [-0.0208, -0.2669, -0.2896], [1.1186, 0.8143, -0.1516], [-0.6032, 1.1774, -1.2027], [-1.7048, -1.5283, -0.0355], [0.6884, 0.6171, 0.4544], [-0.3980, 0.9922, -0.6443], [0.4601, 0.5550, -0.0052], [0.4539, 0.0817, 0.1684]]}



Entry 2:
{"formula": "C6H8NPS3", "method": "the ωB97M-V functional and the def2-TZVPD basis", "fmax_ev_per_a": 6.1, "homo_energy_ev": -8.10, "homo_lumo_gap_ev": 8.5716, "e_tot_ha": -1824.03335, "e_lumo_ev": 0.5, "smiles": "C#CC1=CN(C)[P@@](=S)(SC)S1", "species": ["C", "C", "C", "C", "N", "C", "P", "S", "S", "C", "S", "H", "H", "H", "H", "H", "H", "H", "H"], "coordinates": [[-4.726, -0.091, 0.633], [-3.617, -0.220, 0.174], [-2.204, -0.242, -0.047], [-1.477, 0.852, -0.433], [-0.107, 0.687, -0.651], [0.722, 1.736, -1.330], [0.526, -0.850, -0.412], [1.841, -1.652, -1.610], [1.524, -0.338, 1.401], [3.082, -1.385, 1.505], [-1.319, -1.758, 0.113], [-5.639, 0.062, 1.100], [-1.657, 1.907, -0.646], [1.738, 1.417, -1.261], [0.727, 1.913, -2.412], [0.716, 2.618, -0.663], [3.783, -0.792, 1.876], [3.315, -1.594, 0.433], [2.772, -2.270, 2.229]], "atomic_forces_ev_per_a": [[1.6793, -0.2698, -0.8775], [-0.0591, 0.3436, 1.0516], [-0.1023, 1.7362, -0.8753], [0.9238, -0.5003, -0.2669], [-0.0379, 0.0082, -1.6248], [0.4738, -0.1979, 1.5450], [1.5369, -0.1126, 0.9023], [-1.0670, 0.1757, -0.0251], [0.5804, -0.3721, 0.1172], [-4.9393, -3.3738, -1.1518], [0.4549, 0.0789, -0.4073], [-1.1553, 0.0594, 0.3110], [-1.3610, -0.5138, 0.3302], [0.8662, -0.5623, 0.5584], [-1.4813, -0.0417, 0.2080], [-0.3786, -0.0379, -0.8366], [3.0087, 2.4900, 1.9034], [-0.1373, -0.5371, 1.0512], [1.1950, 1.6273, -1.9129]]}



Entry 3:
{"formula": "C6H8O2", "method": "the ωB97M-V functional and the def2-TZVPD basis", "fmax_ev_per_a": 9.0, "homo_energy_ev": -7.53, "homo_lumo_gap_ev": 8.2217, "e_tot_ha": -383.64022, "e_lumo_ev": 0.7, "smiles": "C#C/C(=C/OC)OC", "species": ["C", "C", "C", "C", "O", "C", "O", "C", "H", "H", "H", "H", "H", "H", "H", "H"], "coordinates": [[-3.220, -1.237, -0.198], [-1.964, -0.962, 0.295], [-0.613, -0.406, -0.097], [0.515, -1.324, -0.141], [1.746, -1.272, -0.170], [2.624, -0.190, 0.023], [-0.363, 0.863, -0.597], [-0.723, 1.907, 0.135], [-4.296, -1.574, -0.206], [0.368, -2.497, 0.016], [2.658, 0.275, -0.983], [3.509, -0.647, 0.527], [2.199, 0.571, 0.682], [-0.353, 2.725, -0.467], [-1.863, 1.939, 0.185], [-0.224, 1.829, 0.996]], "atomic_forces_ev_per_a": [[6.9811, 1.2908, 3.7194], [-6.6893, -0.5067, -5.5852], [2.6405, -3.3371, 0.3479], [-8.5358, -1.9724, 1.9994], [5.3966, 0.2315, -0.4080], [-0.4544, 0.7993, -0.3774], [0.5204, -4.2160, -2.2874], [-3.5943, 2.3107, -2.1732], [1.7930, 0.5834, 0.2732], [-1.1445, 2.5992, -0.3429], [1.1809, -0.0538, 0.6988], [-0.3639, 0.7327, -1.0651], [-0.1591, -0.1271, 0.2065], [-0.2214, 0.8568, 0.3415], [1.2899, 0.3705, 0.5554], [1.3604, 0.4383, 4.0973]]}



Entry 4:
{"formula": "C6H8O2", "method": "the ωB97M-V functional and the def2-TZVPD basis", "fmax_ev_per_a": 3.2, "homo_energy_ev": -8.09, "homo_lumo_gap_ev": 7.6838, "e_tot_ha": -383.77243, "e_lumo_ev": -0.4, "species": ["C", "C", "C", "C", "C", "C", "O", "O", "H", "H", "H", "H", "H", "H", "H", "H"], "coordinates": [[-0.714, 2.043, 0.973], [0.699, -1.607, -1.826], [-1.095, -0.480, -0.418], [-0.413, 0.643, 1.459], [0.181, -0.867, -0.632], [0.959, -0.527, 0.532], [-2.132, -0.017, -0.751], [-0.540, 0.338, 2.615], [-1.735, 2.313, 1.250], [-0.036, 2.717, 1.504], [-0.547, 2.173, -0.094], [0.010, -1.548, -2.671], [1.661, -1.178, -2.122], [0.882, -2.662, -1.601], [0.827, -1.119, 1.429], [1.992, -0.221, 0.352]], "atomic_forces_ev_per_a": [[-0.1574, -0.0165, -0.3271], [-0.2546, -0.3763, -0.0085], [-0.0582, -0.3057, -3.2094], [2.8180, 0.0822, 1.4908], [-0.9922, 0.0825, 0.2122], [-1.6434, 1.2876, 1.8241], [0.6054, -0.3543, 1.2698], [-0.4247, -0.1752, -1.2253], [0.0506, -0.0332, -0.1230], [0.0045, -0.2091, 0.0580], [-0.1438, -0.0936, -0.0074], [0.1004, 0.0034, 0.0572], [-0.1157, 0.0866, 0.0491], [-0.0211, 0.0394, -0.0732], [0.4414, -0.4275, -0.1384], [-0.2091, 0.4098, 0.1510]]}



Entry 5:
{"formula": "C6H8O2", "method": "the ωB97M-V functional and the def2-TZVPD basis", "fmax_ev_per_a": 3.0, "homo_energy_ev": -8.76, "homo_lumo_gap_ev": 9.6271, "e_tot_ha": -383.82386, "e_lumo_ev": 0.9, "smiles": "O[C@H]1C=COC12CC2", "species": ["O", "C", "C", "C", "O", "C", "C", "C", "H", "H", "H", "H", "H", "H", "H", "H"], "coordinates": [[-0.951, 1.734, -0.642], [-0.807, 0.730, 0.323], [-1.934, -0.227, 0.293], [-1.507, -1.346, -0.299], [-0.177, -1.400, -0.665], [0.355, -0.170, -0.156], [1.698, 0.156, -0.638], [1.532, -0.347, 0.715], [-0.161, 2.307, -0.609], [-0.652, 1.189, 1.303], [-2.888, 0.019, 0.691], [-2.051, -2.254, -0.608], [2.184, -0.493, -1.344], [1.906, 1.192, -0.838], [1.641, 0.322, 1.587], [1.812, -1.411, 0.887]], "atomic_forces_ev_per_a": [[-0.4071, 1.6580, -0.5512], [1.6475, -0.2104, -0.9152], [0.7141, -0.5763, -0.3969], [-0.1904, -0.9121, -0.5697], [-1.3160, 0.7039, 0.4137], [-0.6840, -1.0983, 1.2403], [0.4566, 1.2730, -1.5451], [0.6705, -1.4287, 2.5376], [-0.6484, -0.4098, -0.0307], [0.2678, -0.1865, 0.1102], [-0.6261, -0.1559, -0.0337], [0.2297, 0.6424, 0.4380], [-0.2547, -0.2220, -0.2767], [0.2480, 0.3226, 0.1728], [-0.0588, -0.4422, -0.5619], [-0.0487, 1.0425, -0.0316]]}



Entry 6:
{"formula": "C6H8O2", "method": "the ωB97M-V functional and the def2-TZVPD basis", "fmax_ev_per_a": 1.8, "homo_energy_ev": -8.39, "homo_lumo_gap_ev": 9.1764, "e_tot_ha": -383.88928, "e_lumo_ev": 0.8, "smiles": "Oc1ccccc1.O", "species": ["O", "C", "C", "C", "C", "C", "C", "H", "H", "H", "H", "H", "H", "O", "H", "H"], "coordinates": [[1.936, 0.768, 1.302], [0.922, 0.122, 0.631], [1.067, -0.534, -0.565], [-0.021, -1.266, -1.069], [-1.180, -1.340, -0.326], [-1.346, -0.579, 0.843], [-0.284, 0.150, 1.333], [2.727, 0.725, 0.745], [1.978, -0.385, -1.138], [0.169, -1.949, -1.886], [-1.908, -2.085, -0.592], [-2.281, -0.602, 1.389], [-0.478, 0.769, 2.197], [-0.285, 2.166, -0.611], [0.198, 1.973, -1.418], [-1.214, 2.066, -0.836]], "atomic_forces_ev_per_a": [[0.3337, -0.0752, -1.0456], [0.1092, 0.4295, 1.7659], [-0.2139, 0.2438, -0.4248], [0.8051, -0.2725, 0.9100], [-0.1474, -0.1690, 0.0666], [0.4232, -0.3287, -0.3367], [-0.9682, -0.4963, -0.4455], [-0.0769, 0.1081, 0.2786], [0.0493, -0.3686, 0.0893], [-0.2878, 0.2295, -0.3029], [-0.4571, 0.0847, -0.2285], [0.0041, -0.0330, -0.0617], [0.6343, 0.0176, 0.1017], [-0.1335, 0.7171, -0.2002], [-0.0462, -0.0368, -0.1113], [-0.0280, -0.0501, -0.0548]]}



Entry 7:
{"formula": "C6H8O2", "method": "the ωB97M-V functional and the def2-TZVPD basis", "fmax_ev_per_a": 2.1, "homo_energy_ev": -9.04, "homo_lumo_gap_ev": 8.3176, "e_tot_ha": -383.80136, "e_lumo_ev": -0.7, "smiles": "CCC1(C)C(=O)C1=O", "species": ["C", "C", "C", "C", "C", "O", "C", "O", "H", "H", "H", "H", "H", "H", "H", "H"], "coordinates": [[0.582, -1.775, 0.472], [-0.457, -1.002, -0.317], [-0.201, 0.636, -0.189], [-0.490, 1.349, 1.108], [0.983, 1.009, -1.007], [2.163, 1.217, -0.979], [-0.362, 1.133, -1.583], [-1.124, 1.250, -2.500], [0.387, -2.842, 0.369], [1.582, -1.574, 0.095], [0.546, -1.523, 1.530], [-0.460, -1.320, -1.359], [-1.464, -1.145, 0.074], [0.100, 0.925, 1.918], [-0.239, 2.406, 1.017], [-1.547, 1.256, 1.351]], "atomic_forces_ev_per_a": [[-0.1457, 0.0112, -0.0794], [0.1322, 1.7230, 0.6562], [-0.0425, -2.0613, 0.2604], [-0.2825, -0.3134, -0.0611], [0.9786, -0.0167, -0.1018], [-0.3432, 0.0306, -0.0134], [-0.6847, 0.2218, -1.3855], [0.2266, 0.1598, 0.4762], [0.0469, -0.0485, 0.0605], [0.0798, 0.0061, 0.0254], [0.0513, -0.0017, 0.0891], [0.0394, 0.2771, -0.0383], [-0.0412, -0.0511, -0.0328], [0.0181, -0.0063, 0.0213], [-0.0094, 0.0086, 0.0257], [-0.0235, 0.0606, 0.0975]]}



Entry 8:
{"formula": "C6H8O2", "method": "the ωB97M-V functional and the def2-TZVPD basis", "fmax_ev_per_a": 4.3, "homo_energy_ev": -8.85, "homo_lumo_gap_ev": 9.2002, "e_tot_ha": -383.77874, "e_lumo_ev": 0.4, "smiles": "C=C1C=C[C@@H](O)[C@H]1O", "species": ["C", "C", "C", "C", "C", "O", "C", "O", "H", "H", "H", "H", "H", "H", "H", "H"], "coordinates": [[-0.695, -0.650, -2.242], [-0.311, -0.403, -0.889], [-0.049, -1.440, 0.137], [-0.131, -0.930, 1.371], [-0.201, 0.517, 1.345], [1.039, 0.974, 2.124], [-0.267, 0.859, -0.133], [1.011, 1.537, -0.526], [-1.091, 0.031, -3.130], [-0.395, -1.715, -2.542], [-0.200, -2.518, -0.152], [0.205, -1.417, 2.393], [-1.198, 0.902, 1.931], [1.482, 1.669, 1.493], [-0.820, 1.697, -0.483], [1.621, 0.889, -0.696]], "atomic_forces_ev_per_a": [[1.5456, -0.3320, 1.6354], [-2.2277, -1.1593, -3.4496], [-1.5431, -1.7298, -1.0198], [2.0587, -2.0803, 1.9701], [-0.8625, 2.1687, 3.2207], [-1.1366, 1.5808, -3.1469], [2.8897, 2.4294, -1.0935], [-2.3730, 2.0018, 1.1014], [1.1123, -1.1656, 2.5728], [-0.9756, 1.5714, 0.2042], [0.9015, 1.1170, 0.5117], [-1.2934, 0.6682, -2.3702], [2.4440, -0.6747, -1.2814], [-1.2461, -1.8200, 1.5458], [-1.8649, 0.0117, 0.3165], [2.5712, -2.5872, -0.7174]]}